67
Properties=species:S:1:pos:R:3 method="wB97M-V/def2-TZVPD" multiplicity=1 homo_energy_ev=-8.292 total_energy_ha=-2536.2407 smiles="Cc1c(NS(=O)(=O)c2cc(C(=O)OCC(=O)N3CCC(C)CC3)ccc2Cl)c(=O)n(-c2ccccc2)n1C" orbital_gap_ev=7.865 lumo_ev=-0.43
C 1.7784 3.5780 1.7723
C 2.1104 2.5103 0.7522
C 2.8568 2.6195 -0.4567
N 3.2747 3.9886 -1.0286
S 1.8849 4.9346 -1.8638
O 1.1930 5.4024 -0.7730
O 2.7623 5.9736 -2.5516
C 1.2275 3.4851 -2.8247
C 0.2692 2.8539 -2.1222
C -0.2959 1.6476 -2.4561
C 0.3949 1.0226 -3.7779
C 1.2641 1.7810 -4.5655
C 1.5748 3.0659 -3.9038
Cl 3.0959 3.6604 -4.7220
H 1.5153 1.3893 -5.4214
H -0.0661 0.2665 -3.9715
C -1.3241 1.0300 -1.5323
O -1.5484 1.3685 -0.4855
O -1.7824 -0.2979 -2.3072
C -2.4508 -0.9664 -1.3912
H -3.3661 -0.3236 -1.0545
H -2.8036 -1.6703 -2.0894
C -1.5733 -1.7099 -0.3941
O -0.3145 -1.3913 -0.2823
N -2.3237 -2.6224 0.2036
C -3.7398 -2.7229 0.6695
H -4.3661 -2.1712 -0.1518
C -4.0893 -2.0449 1.8383
H -5.1308 -1.9472 2.1181
C -3.3748 -2.4065 3.2157
C -3.7371 -1.7325 4.3066
H -3.3004 -1.9905 5.1422
H -4.8124 -1.7874 4.5923
H -3.6105 -0.4826 4.2881
C -1.8937 -2.2327 2.8705
C -1.3852 -3.1974 1.5357
H -0.5633 -2.9393 1.2016
H -1.5563 -4.0876 1.8509
H -1.2630 -2.7464 3.6748
H -1.4055 -1.2519 2.7331
H -3.6171 -3.4626 3.4699
H -3.6886 -0.7699 1.8753
H -3.8597 -3.6171 0.7580
H -0.1175 3.4123 -1.0401
H 4.1472 3.8732 -1.8284
C 2.8850 1.4604 -1.0625
O 3.4630 1.2827 -2.1065
N 2.2529 0.6403 -0.1568
C 2.3650 -0.8598 -0.5387
C 2.3616 -1.2834 -1.7421
C 2.2099 -2.7635 -1.8742
C 2.3574 -3.5757 -0.7679
C 2.4313 -3.1417 0.5159
C 2.5471 -1.5644 0.8190
H 2.7028 -1.1706 1.8241
H 2.8488 -3.6709 1.5445
H 2.2936 -4.5438 -0.8749
H 2.1710 -3.0881 -2.8063
H 2.1576 -0.7755 -2.5551
N 2.0234 1.2088 1.1347
C 0.6462 0.7830 1.5265
H -0.0499 1.4358 1.5077
H 0.9399 0.6342 2.5696
H 0.6247 -0.0471 1.1450
H 0.6119 3.7489 1.7683
H 2.1134 4.6064 1.4912
H 2.0543 3.3930 2.7651

85
Properties=species:S:1:pos:R:3 method="wB97M-V/def2-TZVPD" multiplicity=1 homo_energy_ev=-4.104 total_energy_ha=-4868.8457 orbital_gap_ev=6.078 lumo_ev=1.97 charge=-1
In -0.0656 -0.0175 -0.4824
C 7.4775 -0.8008 1.3083
C 6.8831 0.2734 2.1752
C 7.6940 1.1263 2.9033
C 7.1600 2.1237 3.7034
C 5.7888 2.2900 3.7521
C 4.9568 1.4592 3.0235
C 5.4888 0.4331 2.2476
N 4.7023 -0.4529 1.5248
C 3.3238 -0.3335 1.2421
N 2.5726 -0.3920 2.3624
C 1.2228 -0.2278 2.6831
C 0.1567 -0.1069 1.7926
C -1.1213 0.0429 2.3066
C -1.3705 0.0609 3.6637
C -0.3174 -0.0650 4.5463
C 0.9749 -0.1997 4.0771
C 2.0881 -0.3016 5.0925
N 2.9118 -0.3078 0.0405
C 3.8595 -0.1074 -0.9765
C 4.1714 1.2045 -1.3292
C 5.0064 1.4767 -2.3927
C 5.5721 0.4351 -3.1101
C 5.3015 -0.8682 -2.7389
C 4.4639 -1.1641 -1.6714
C 4.2382 -2.5982 -1.2776
H 8.5605 -0.8108 1.4077
H 7.2355 -0.6301 0.2559
H 7.0945 -1.7816 1.5939
H 8.7670 1.0004 2.8378
H 7.8148 2.7680 4.2723
H 5.3565 3.0768 4.3512
H 3.8920 1.6321 3.0301
H 5.1914 -0.8492 0.7327
H 3.1511 -0.4931 3.1832
H -1.9497 0.1392 1.6307
H -2.3799 0.1756 4.0237
H -0.4995 -0.0541 5.6125
H 1.6729 -0.2094 6.0940
H 2.8237 0.4957 4.9744
H 2.5995 -1.2648 5.0431
H 3.7123 2.0061 -0.7700
H 5.2097 2.5024 -2.6626
H 6.2114 0.6388 -3.9551
H 5.7455 -1.6868 -3.2896
H 4.0129 -3.2019 -2.1566
H 3.4111 -2.6778 -0.5740
H 5.1363 -3.0143 -0.8117
O 2.9897 0.2259 -5.1084
C 2.6197 1.4940 -4.8776
C 2.8984 2.4392 -5.8654
C 2.5344 3.7600 -5.7166
C 1.9112 4.1839 -4.5526
C 1.6483 3.2653 -3.5594
C 1.9773 1.9179 -3.6995
C 1.5826 0.9952 -2.6145
O 1.1250 1.4940 -1.5471
N 1.7445 -0.2925 -2.8844
N 1.2775 -1.1090 -1.9455
C 1.1563 -2.3524 -2.1158
S 0.5214 -3.3191 -0.8049
C -0.2255 -4.5200 -1.9644
C 0.8334 -4.8275 -3.0008
S 1.5558 -3.2504 -3.5946
H 2.6109 -0.3222 -4.3776
H 3.3894 2.1020 -6.7654
H 2.7388 4.4634 -6.5108
H 1.6236 5.2183 -4.4343
H 1.1501 3.5713 -2.6513
H -1.1042 -4.0470 -2.4021
H -0.5192 -5.4012 -1.3962
H 0.4215 -5.3445 -3.8644
H 1.6317 -5.4258 -2.5625
Cl -6.7940 0.2378 -2.7105
C -5.0696 0.1803 -2.6824
C -4.3530 0.1596 -3.8634
Cl -5.1656 0.2651 -5.3819
C -2.9623 0.0704 -3.8176
Cl -2.0295 0.0300 -5.2736
C -2.2710 0.0006 -2.6158
O -0.9878 -0.1177 -2.5484
C -3.0080 0.0628 -1.3875
O -2.3485 0.0270 -0.2719
C -4.3901 0.1505 -1.4624
Cl -5.2823 0.2359 0.0167

24
Properties=species:S:1:pos:R:3 method="wB97M-V/def2-TZVPD" multiplicity=1 homo_energy_ev=-9.258 total_energy_ha=-421.9607 smiles=NCCCCN.O.O orbital_gap_ev=9.776 lumo_ev=0.52 e_above_lowest_kcal_mol=19.3
C 0.5283 -1.2172 -1.5191
N -0.0920 -2.4475 -1.9900
C 0.0139 -0.7675 -0.1614
C -1.4719 -0.3587 -0.1881
C -1.7879 0.7753 0.8022
N -1.8607 0.1787 2.1735
H 0.4169 -0.4396 -2.2771
H 1.5851 -1.4780 -1.4483
H -0.3479 -3.0511 -1.2175
H -0.9282 -2.3481 -2.5418
H 0.6210 0.0016 0.3279
H 0.1127 -1.6276 0.5025
H -2.0475 -1.2366 0.1116
H -1.8090 -0.0628 -1.1889
H -0.9976 1.5171 0.8147
H -2.7249 1.2443 0.5084
H -2.8252 0.0189 2.4019
H -1.4348 0.7864 2.8562
H 1.7373 2.5912 3.1725
H 2.4635 3.0922 1.7954
O 2.5499 2.7639 2.6924
H 2.4385 0.6302 -1.1425
H 2.8739 0.4512 -2.6373
O 2.9868 0.9837 -1.8470

13
Properties=species:S:1:pos:R:3 method="wB97M-V/def2-TZVPD" multiplicity=1 homo_energy_ev="-14.638 / -14.638" total_energy_ha=-286.5803 orbital_gap_ev="7.268 / 7.269" lumo_ev="-7.37 / -7.37" e_above_lowest_kcal_mol=34.5 charge=+1
C 1.1440 -0.1561 0.4073
C 2.3750 -0.7464 0.3630
C -2.2079 0.3257 -0.8106
C 0.1100 -0.7467 -0.4000
C -0.5418 1.1999 0.6817
C -0.9510 0.1441 -0.2623
N 0.5915 0.8838 1.0876
H 3.2646 -0.5467 1.0898
H 2.6804 -1.5190 -0.2812
H -2.6679 -0.4058 -1.3572
H -2.8201 1.1801 -0.6128
H 0.0118 -1.7069 -0.9816
H -0.9886 2.0939 1.0761